# C43H108MgN13O22

A structure of composition C43H108MgN13O22 in a non-equilibrium geometry (the ωB97M-V functional and the def2-TZVPD basis, the OMol25 dataset).

Last column: Löwdin charge in e.
Positions of all 187 atoms, in Å:
Mg -0.7649 -0.3272 -0.4370  0.6445
C 3.6161 -5.1361 -1.2177  0.0564
N 3.4279 -4.4216 -2.5882  -0.2921
C 2.1263 -5.0538 -3.2178  0.0211
C 3.0133 -2.9671 -2.3699  -0.0028
C 4.5722 -4.6752 -3.5757  -0.0570
C 5.8765 -3.8097 -3.3890  -0.2123
O 6.5886 -4.0258 -2.1872  -0.0645
H 4.6315 -4.8830 -0.9128  0.0864
H 3.5374 -6.2025 -1.4290  0.1113
H 2.8281 -4.7412 -0.5764  0.0877
H 1.7916 -4.5377 -4.1176  0.1075
H 1.4481 -5.2947 -2.3992  0.1094
H 2.4219 -6.0412 -3.5724  0.0988
H 2.2396 -2.9448 -1.6025  0.0973
H 2.5591 -2.4822 -3.2339  0.0924
H 3.8680 -2.3771 -2.0391  0.0789
H 4.2139 -4.5994 -4.6023  0.1361
H 4.8093 -5.7248 -3.4021  0.1355
H 5.6899 -2.7359 -3.4105  0.1005
H 6.5358 -3.9801 -4.2401  0.1286
H 7.1359 -3.2448 -2.0774  0.0895
C 1.8535 2.4469 -4.1329  0.0442
N 1.6926 1.5557 -5.4194  -0.2793
C 0.1816 1.6542 -5.8217  0.0214
C 2.4917 2.0970 -6.5989  0.0125
C 2.1998 0.1105 -5.1519  -0.0681
C 3.7720 -0.2140 -5.2192  -0.1679
O 4.6111 0.7005 -4.4546  -0.0733
H 2.8800 2.4654 -3.7665  0.0953
H 1.1710 1.9921 -3.4150  0.0935
H 1.6039 3.4741 -4.3988  0.1070
H -0.0915 2.7073 -5.8891  0.1025
H -0.3781 1.1801 -5.0154  0.0828
H -0.0663 1.2530 -6.8044  0.1129
H 1.9473 2.9670 -6.9663  0.1043
H 2.5468 1.3586 -7.3987  0.1139
H 3.4774 2.3911 -6.2384  0.1076
H 1.6325 -0.6392 -5.7035  0.1281
H 1.8630 -0.0879 -4.1344  0.0949
H 4.0482 -0.4216 -6.2530  0.1170
H 4.0783 -1.1217 -4.6993  0.0950
H 4.5653 0.3047 -3.5813  0.0583
C 5.8825 0.0137 2.5259  0.0400
N 4.9786 -1.2659 2.4829  -0.2848
C 4.7710 -1.9289 3.8634  0.0448
C 3.5414 -0.7390 2.0752  0.0256
C 5.5461 -2.0770 1.2932  -0.0879
C 6.8560 -2.8698 1.4963  -0.2280
O 6.7191 -3.9558 2.3732  -0.0287
H 5.4449 0.6619 3.2851  0.1045
H 5.9212 0.4317 1.5199  0.1072
H 6.8431 -0.3839 2.8536  0.0963
H 5.7492 -2.0260 4.3343  0.1053
H 4.4028 -2.9370 3.6733  0.1179
H 4.2011 -1.1288 4.3359  0.0857
H 2.8176 -1.4360 2.4975  0.0555
H 3.5329 -0.7948 0.9866  0.0774
H 3.2941 0.2735 2.3942  0.1092
H 5.6259 -1.3604 0.4757  0.1252
H 4.7536 -2.7796 1.0355  0.1253
H 7.6413 -2.1704 1.7829  0.1163
H 7.2026 -3.2488 0.5349  0.1164
H 7.1302 -4.7078 1.9407  0.1041
C 0.6538 5.6502 1.1906  -0.0346
C 1.8171 5.6987 0.1533  -0.2179
C 3.1796 6.0247 0.7734  -0.2173
O 4.1094 5.6182 -0.1695  -0.1798
C 5.2949 5.1229 0.4738  -0.0764
N 1.7762 4.3505 -0.6466  0.2552
H 2.3805 4.4176 -1.4531  0.1436
H 2.1134 3.6276 -0.0271  0.1194
H 0.8973 4.0080 -1.0077  0.0994
H -0.2067 5.0622 0.8716  0.0583
H 0.2206 6.5956 1.5170  0.0906
H 0.9110 5.0530 2.0654  0.0720
H 1.7260 6.5156 -0.5626  0.1500
H 3.4027 5.5484 1.7281  0.1244
H 3.2814 7.0780 1.0349  0.1456
H 5.7222 5.8418 1.1729  0.0958
H 6.0380 5.0028 -0.3145  0.0945
H 5.2199 4.1803 1.0160  0.0840
C -6.4783 3.2571 6.8878  -0.1017
C -5.3829 2.8366 5.8723  -0.1850
C -6.1227 2.6584 4.4348  -0.0765
N -5.0810 2.3524 3.3287  -0.2114
C -4.2342 1.0968 3.7085  0.0373
C -4.1735 3.6839 3.1059  -0.0524
C -3.9544 3.7044 1.6268  -0.1772
C -5.2441 3.2211 1.0574  -0.1691
C -5.7564 2.1082 1.9416  -0.0671
H -7.0557 4.1096 6.5301  0.0746
H -6.1150 3.7334 7.7984  0.0788
H -7.1992 2.4674 7.0996  0.0812
H -4.8441 1.9446 6.1917  0.0901
H -4.6676 3.6580 5.9125  0.1009
H -6.6387 3.5524 4.0844  0.1278
H -6.7782 1.7966 4.3102  0.1274
H -4.9526 0.3512 4.0492  0.1136
H -3.6201 1.3371 4.5764  0.0782
H -3.6441 0.8377 2.8295  0.0940
H -3.3789 3.7304 3.8506  0.1304
H -4.8434 4.5390 3.1957  0.1286
H -3.1953 2.9572 1.3953  0.1136
H -3.5773 4.6519 1.2420  0.1376
H -5.0652 2.8991 0.0316  0.1233
H -6.0324 3.9729 1.0194  0.1243
H -5.3048 1.2184 1.5031  0.1122
H -6.8414 2.0733 2.0405  0.1368
C -4.4586 -4.1403 -3.9615  -0.0373
C -3.9948 -2.6114 -4.1456  -0.2075
C -5.0729 -1.6823 -4.6953  -0.0677
N -4.6205 -0.1513 -4.4450  -0.2100
C -4.6963 0.2749 -2.9569  0.0434
C -5.6854 0.6650 -5.1790  -0.0853
C -4.8937 1.9810 -5.5552  -0.1354
C -3.5023 1.5107 -6.0474  -0.1461
C -3.2689 0.3330 -5.1035  -0.0929
H -3.7684 -4.5840 -3.2439  0.0732
H -4.7193 -4.6678 -4.8790  0.0751
H -5.3286 -4.0383 -3.3127  0.0667
H -3.0948 -2.4809 -4.7464  0.0883
H -3.5166 -2.2006 -3.2564  0.0913
H -6.1113 -1.6990 -4.3642  0.1331
H -5.0560 -1.7549 -5.7827  0.1239
H -5.6927 -0.0820 -2.6963  0.1040
H -4.6345 1.3589 -2.8599  0.0975
H -3.9412 -0.1700 -2.3089  0.0871
H -6.6170 0.8926 -4.6610  0.1365
H -5.8630 0.1651 -6.1312  0.1281
H -4.7326 2.7909 -4.8437  0.1104
H -5.2535 2.5967 -6.3796  0.1142
H -2.6428 2.1684 -5.9170  0.0946
H -3.4872 1.1996 -7.0919  0.1176
H -2.5841 0.3470 -4.2556  0.1008
H -2.9803 -0.5213 -5.7158  0.1156
C -2.7391 -3.2951 3.3114  -0.0497
C -1.7096 -2.1813 3.7224  -0.2004
C -1.0157 -2.4979 5.0446  -0.1153
N 0.1291 -1.6296 5.6431  -0.1989
C 1.3114 -1.6490 4.6498  0.0124
C -0.3929 -0.1622 5.9314  -0.0510
C -0.9959 -0.3638 7.3271  -0.1731
C -0.1882 -1.3813 8.1835  -0.1064
C 0.4626 -2.1793 7.0514  -0.0947
H -3.5018 -2.8359 2.6826  0.0627
H -3.3288 -3.6770 4.1448  0.0768
H -2.2004 -4.1139 2.8344  0.0804
H -2.3427 -1.2944 3.6963  0.0906
H -0.9508 -2.1282 2.9418  0.0920
H -0.7107 -3.5286 4.8643  0.1412
H -1.7763 -2.4872 5.8253  0.1272
H 2.2006 -1.2173 5.1093  0.0819
H 1.0269 -0.9755 3.8413  0.0728
H 1.4804 -2.6264 4.1981  0.1091
H 0.4083 0.5271 6.1980  0.1383
H -1.0277 0.1226 5.0923  0.1026
H -1.0725 0.6221 7.7856  0.1183
H -1.9940 -0.8019 7.3248  0.1055
H 0.5678 -0.8985 8.8028  0.1255
H -0.9259 -2.0820 8.5746  0.1212
H 1.5444 -2.0468 7.0607  0.1225
H 0.1124 -3.2108 7.0897  0.1322
N -3.5726 -1.7473 0.1698  -0.6295
O -2.5418 -1.0476 -0.0643  -0.1145
O -3.6573 -2.8896 -0.1813  0.0584
O -4.4953 -1.2240 0.6802  0.0149
N -0.5070 -2.2263 -3.0260  -0.6258
O -0.5747 -1.6216 -2.0280  -0.0278
O -0.4321 -1.6213 -4.1222  -0.0538
O -0.4701 -3.4369 -2.9650  0.0223
N -1.4373 2.5134 -2.2035  -0.6044
O -0.9827 3.6161 -1.7915  -0.0435
O -2.0401 2.5654 -3.2294  0.0097
O -1.2889 1.4313 -1.6712  -0.0257
N 0.5975 -2.9871 0.9046  -0.6110
O -0.1561 -3.8914 0.8626  0.0803
O 1.7797 -3.2091 1.1857  -0.0660
O 0.2741 -1.8299 0.5747  -0.0843
N -0.3525 1.5503 2.0565  -0.5566
O -0.1169 2.7195 1.7468  0.0050
O -0.9950 0.7877 1.2795  -0.0957
O 0.0174 1.0401 3.0927  -0.0074
N 2.3359 0.5734 -0.8292  -0.5558
O 2.9782 -0.1111 -1.6092  -0.0052
O 1.1437 0.3502 -0.5587  -0.0516
O 2.8834 1.5042 -0.2096  -0.0353

Values from the calculation:
E = -116157.6320 eV
Kohn-Sham gap = 8.1 eV
E_HOMO = -13.236 eV
Strongest force on any atom = 6.52 eV/A
Net charge = +3
E_LUMO = -0.19019 Eh